Entry 1:
Density functional theory data (ωB97M-V with the def2-TZVPD basis set) for a structure of composition CH4Cl2SSi at a distorted geometry.

Its energy above the lowest of the compared OMol25 structures with the same formula, charge and spin is 67.7 kcal per mole. The total energy comes out at -44857.9064 eV. The calculation puts the HOMO energy at -8.9659 eV. Its frontier orbital gap is 8.524 eV.

Last column: Löwdin charge in e.
Geometry (Å):
C (1.35009, -0.07832, -0.27470)  -1.44
Si (-0.28550, 0.57428, 0.42647)  0.56
S (-2.34712, -0.83310, -0.47982)  0.19
Cl (2.80168, 0.81326, -0.17985)  0.57
Cl (1.48593, -1.64287, 0.47611)  0.53
H (1.29567, -0.31192, -1.41645)  0.06
H (-0.26581, -0.15118, 1.60733)  -0.10
H (-0.65887, 1.86576, -0.24236)  -0.05
H (-3.37607, -0.23593, 0.08326)  -0.32

---

Entry 2:
Density functional theory data (ωB97M-V with the def2-TZVPD basis set) for the ion CH4ClFOP with charge +1 at a distorted geometry.

Its energy above the lowest of the compared OMol25 structures with the same formula, charge and spin is 0.0 kcal per mole. The total energy comes out at -27667.4900 eV. The calculation puts the HOMO energy (spin up / spin down) at -12.6228 / -17.9847 eV. Its frontier orbital gap (spin up / spin down) is 8.940 / 7.683 eV. Its spin multiplicity is 3. Its charge is +1.

Last column: Löwdin charge in e.
Geometry (Å):
C (-0.96251, 0.74295, 0.47189)  -0.13
O (0.28288, -0.81468, -1.35981)  -0.13
F (0.67922, -1.43555, 0.99429)  -0.17
P (0.49522, -0.16615, 0.02828)  0.53
Cl (2.56132, 0.79588, 0.06208)  0.56
H (-1.18307, 0.94403, 1.47424)  0.06
H (-1.78879, -0.02061, 0.23541)  0.12
H (-0.87297, 1.50705, -0.17424)  0.02
H (0.78870, -1.55290, -1.73216)  0.13

---

Entry 3:
Density functional theory data (ωB97M-V with the def2-TZVPD basis set) for a cluster of 2 separate species, CH4ClN in total at a distorted geometry.

Its energy above the lowest of the compared OMol25 structures with the same formula, charge and spin is 39.1 kcal per mole. The total energy comes out at -15112.6646 eV. The calculation puts the HOMO energy at -9.9480 eV. Its frontier orbital gap is 10.733 eV.

Last column: Löwdin charge in e.
Geometry (Å):
C (0.44634, -0.38547, -0.11117)  -0.63
N (-0.47686, 0.64380, 0.00595)  -0.05
Cl (2.28036, 0.10555, -0.07311)  0.32
H (0.45414, -0.98062, -1.00352)  0.02
H (0.37426, -1.22752, 1.19243)  0.20
H (-0.51161, 1.04307, 0.88449)  0.04
H (-0.53212, 1.28770, -0.80007)  0.10

---

Entry 4:
Density functional theory data (ωB97M-V with the def2-TZVPD basis set) for the ion CH4ClN2O with charge +1 at a distorted geometry.

Its energy above the lowest of the compared OMol25 structures with the same formula, charge and spin is 21.4 kcal per mole. The total energy comes out at -18642.8036 eV. The calculation puts the HOMO energy at -16.0279 eV. Its frontier orbital gap is 11.514 eV. The SMILES is N/C(Cl)=[NH+]/O. Its charge is +1.

Last column: Löwdin charge in e.
Geometry (Å):
N (0.66161, 1.17507, -0.73784)  0.17
C (0.38049, 0.14905, -0.03226)  -0.67
Cl (1.65510, -0.93477, 0.53994)  0.85
N (-0.80094, -0.43251, 0.09402)  -0.01
O (-0.87897, -1.28662, 1.16433)  -0.02
H (0.16304, 2.09335, -1.07751)  0.23
H (1.69972, 1.25229, -0.81230)  0.15
H (-1.63652, 0.08656, 0.02908)  0.17
H (-1.24352, -2.10240, 0.83254)  0.13

---

Entry 5:
Density functional theory data (ωB97M-V with the def2-TZVPD basis set) for the ion CH4ClN2O with charge +1 at a distorted geometry.

Its energy above the lowest of the compared OMol25 structures with the same formula, charge and spin is 88.8 kcal per mole. The total energy comes out at -18639.8826 eV. The calculation puts the HOMO energy at -16.3883 eV. Its frontier orbital gap is 9.381 eV. The SMILES is C[N+](=O)NCl. Its charge is +1.

Last column: Löwdin charge in e.
Geometry (Å):
C (-0.77319, -0.86119, 0.00350)  0.10
N (-0.32436, 0.52089, -0.08396)  -0.25
O (-1.03903, 1.45660, -0.21058)  0.23
N (1.03763, 0.76916, 0.22859)  -0.25
Cl (2.31755, -0.42571, -0.08417)  0.74
H (-1.71096, -0.78960, -0.44739)  0.11
H (-0.88199, -1.10629, 1.02855)  0.13
H (0.02692, -1.29106, -0.47404)  0.04
H (1.34742, 1.72720, 0.03950)  0.13

---

Entry 6:
Density functional theory data (ωB97M-V with the def2-TZVPD basis set) for a cluster of 2 separate species, CH4ClN3O in total at a distorted geometry.

Its energy above the lowest of the compared OMol25 structures with the same formula, charge and spin is 55.0 kcal per mole. The total energy comes out at -20138.0455 eV. The calculation puts the HOMO energy at -9.5423 eV. Its frontier orbital gap is 10.122 eV. The SMILES is N=C=N.ONCl.

Last column: Löwdin charge in e.
Geometry (Å):
N (-0.07406, 0.37648, 2.31836)  0.16
C (0.45126, 1.02929, 1.48795)  -0.44
N (0.83316, 1.53477, 0.45214)  0.14
H (-0.92331, -0.10470, 2.57653)  0.09
H (1.64981, 1.86216, -0.01445)  0.06
O (-0.70593, -0.52338, -2.22302)  -0.19
N (-0.57397, -1.56510, -1.35074)  -0.57
Cl (0.99481, -1.73388, -0.75056)  0.58
H (-0.41300, 0.38577, -1.89735)  0.10
H (-1.23879, -1.26142, -0.59885)  0.08

---

Entry 7:
Density functional theory data (ωB97M-V with the def2-TZVPD basis set) for an isolated molecule of CH4ClNP2 at a distorted geometry.

Its energy above the lowest of the compared OMol25 structures with the same formula, charge and spin is 76.2 kcal per mole. The total energy comes out at -33688.4652 eV. The calculation puts the HOMO energy (spin up / spin down) at -8.4987 / -8.4946 eV. Its frontier orbital gap (spin up / spin down) is 7.159 / 7.155 eV. The SMILES is CP(#N)PCl.

Last column: Löwdin charge in e.
Geometry (Å):
C (-1.06202, 0.89577, 0.45674)  -0.31
P (0.78490, 0.26863, 0.51007)  0.59
N (1.82984, 0.79873, 1.45372)  -0.37
P (0.23923, -1.35890, -1.48122)  0.28
Cl (1.09379, -3.04419, -0.91389)  0.07
H (-1.69451, 0.40787, -0.21316)  -0.04
H (-1.39042, 0.69512, 1.53744)  0.05
H (-1.10916, 1.97512, 0.27977)  0.02
H (1.30834, -0.63814, -1.62948)  -0.29

---

Entry 8:
Density functional theory data (ωB97M-V with the def2-TZVPD basis set) for a cluster of 2 separate species, CH4ClO2P in total at a distorted geometry.

Its energy above the lowest of the compared OMol25 structures with the same formula, charge and spin is 20.9 kcal per mole. The total energy comes out at -27007.4588 eV. The calculation puts the HOMO energy at -9.5288 eV. Its frontier orbital gap is 10.020 eV. The SMILES is OPCl.C=O.

Last column: Löwdin charge in e.
Geometry (Å):
O (4.24373, 0.12986, -0.26346)  -0.43
P (2.67021, 0.44130, -0.46969)  0.37
Cl (1.80624, -1.17695, 0.25997)  0.24
H (4.85649, -0.21830, -0.89593)  0.04
H (2.55532, 1.18239, 0.76231)  -0.07
C (-1.17395, -0.64826, -0.72603)  -0.20
O (-2.01811, -0.38494, 0.09667)  -0.01
H (-0.94207, -0.06990, -1.65299)  0.08
H (-0.35653, -1.39698, -0.60505)  -0.02

---

Entry 9:
Density functional theory data (ωB97M-V with the def2-TZVPD basis set) for an isolated molecule of CH4ClO2P at a distorted geometry.

Its energy above the lowest of the compared OMol25 structures with the same formula, charge and spin is 84.2 kcal per mole. The total energy comes out at -27004.7106 eV. The calculation puts the HOMO energy (spin up / spin down) at -8.7752 / -7.9754 eV. Its frontier orbital gap (spin up / spin down) is 8.048 / 7.167 eV.

Last column: Löwdin charge in e.
Geometry (Å):
C (-1.87179, 0.59895, -0.93540)  -0.44
O (1.80643, -0.30941, -0.31809)  -0.31
O (-0.00235, -1.38943, 0.85981)  -0.43
P (0.73936, -0.12746, 0.95291)  0.41
Cl (-0.68017, 1.34598, -0.04890)  0.67
H (-1.62213, 0.16414, -1.86395)  -0.01
H (-2.55689, -0.01497, -0.38531)  0.00
H (2.75658, 0.00019, -0.44631)  0.10
H (1.43096, -0.26798, 2.18524)  0.01

---

Entry 10:
Density functional theory data (ωB97M-V with the def2-TZVPD basis set) for a cluster of 2 separate species, CH4ClS in total.

Its energy above the lowest of the compared OMol25 structures with the same formula, charge and spin is 1.3 kcal per mole. The total energy comes out at -24461.3920 eV. The calculation puts the HOMO energy at -3.5540 eV. Its frontier orbital gap is 6.478 eV. Its charge is -1.

Last column: Löwdin charge in e.
Geometry (Å):
S (0.50267, -1.08711, 1.70664)  0.56
C (0.42279, -0.30393, 0.07553)  -0.51
H (-0.64701, -0.56936, 2.18896)  -0.17
H (1.32010, -0.62872, -0.47761)  0.02
H (0.43062, 0.79695, 0.14336)  0.04
H (-0.47126, -0.61519, -0.49050)  0.04
Cl (-1.55792, 2.40736, -3.14638)  -0.98